Entry 1:
Here is the ion C8H14N4 with charge +2 at a distorted geometry from OMol25. Energies are from ωB97M-V with the def2-TZVPD basis set.

Geometry as XYZ:
```
26
Properties=species:S:1:pos:R:3:forces:R:3
C 0.867773 -2.229683 0.097486 -2.066 -2.246 0.799
C 3.442649 1.558853 -0.260528 2.153 -0.407 0.664
C -0.991101 1.723347 0.235365 1.116 0.018 1.780
C -0.794227 -0.093525 -1.685589 -1.908 -0.210 1.521
C -2.311641 1.175864 0.734628 -2.918 -0.182 -0.329
C 1.932863 -0.075138 0.517679 -1.397 -1.755 -2.929
C -0.302930 0.563199 -0.400251 2.195 -1.302 -1.545
C -1.059867 -0.659527 -0.214372 0.373 -1.548 -0.908
N 3.019818 0.551871 0.320028 1.248 -0.102 -0.535
N -0.492882 -2.013364 0.163163 2.300 0.142 -1.029
N 1.910436 -1.427577 0.184921 -0.041 -0.228 -0.436
N -2.283581 -0.350750 0.548682 1.315 -0.388 2.655
H 1.005026 -3.365547 0.101548 0.780 1.874 -0.405
H 4.492112 1.667934 -0.172954 1.086 0.652 0.110
H 2.953989 2.274558 -0.824721 -1.735 1.092 -1.216
H -1.153993 2.575023 -0.391214 0.069 0.382 -0.535
H -0.315705 2.062114 1.090240 -1.142 -0.225 -0.848
H -1.644631 0.193798 -2.362695 0.662 0.370 1.121
H -0.232293 -0.828035 -2.225038 0.947 -0.111 -0.060
H -2.636913 1.321722 1.751100 0.632 0.308 0.618
H -3.261823 1.498341 0.202663 1.508 -0.115 0.003
H 1.316082 0.216756 1.223983 -2.678 1.144 3.659
H -0.854370 -2.967697 -0.171278 -0.588 2.339 0.532
H 2.819246 -1.825968 -0.085940 -0.381 0.046 0.278
H -2.324298 -0.876052 1.487279 0.639 1.047 -1.401
H -3.099740 -0.670510 0.135824 -2.169 -0.596 -1.561
```
Forces are in eV/Å.

total energy = -14461.3943 eV
multiplicity = 1
orbital gap (alpha / beta) = 7.419 / 7.416 eV
LUMO (alpha / beta) = -0.29283 / -0.29284 Eh
HOMO energy (alpha / beta) = -15.388 / -15.385 eV
energy relative to the best compared isomer or geometry (same formula, charge and spin) = 444.8 kJ/mol
total charge = +2

=====

Entry 2:
Here is the molecule C2H3ISi at a distorted geometry from OMol25. Energies are from ωB97M-V with the def2-TZVPD basis set.

Geometry as XYZ:
```
7
Properties=species:S:1:pos:R:3:forces:R:3
Si 0.350192 0.110570 0.088819 0.260 -1.779 -1.945
C 1.764309 0.265045 -1.079923 10.691 -1.894 0.489
C 3.133484 0.039970 -1.039892 -10.268 1.722 -0.406
I 5.081333 -0.202191 -1.244329 0.188 0.002 -0.098
H -0.793462 0.111842 -0.890956 -0.029 -0.106 0.918
H 0.523462 1.234460 0.874438 -0.307 1.700 1.331
H 0.620794 -1.132418 0.892071 -0.534 0.356 -0.290
```
Forces are in eV/Å.

total energy = -18096.8811 eV
multiplicity = 1
orbital gap = 9.349 eV
LUMO = 0.01111 Eh
HOMO energy = -9.047 eV
energy relative to the best compared isomer or geometry (same formula, charge and spin) = 108.4 kJ/mol
SMILES string = [SiH3]C#CI

=====

Entry 3:
Here is a structure of composition C21H45N7OSi2 from OMol25. Energies are from ωB97M-V with the def2-TZVPD basis set.

Geometry as XYZ:
```
76
Properties=species:S:1:pos:R:3:forces:R:3
N 7.868862 1.037074 1.607335 0.206 -0.107 0.325
C 6.907938 0.554068 0.949228 -0.207 0.070 -0.067
N 6.988211 -0.648130 0.203784 -0.119 0.031 -0.112
N 5.665784 1.235272 0.928458 -0.125 -0.601 -0.272
C 4.881236 1.087220 2.177520 0.084 0.309 0.093
C 4.104316 2.361634 2.521786 -0.123 -0.091 0.328
C 2.646977 2.330508 2.053643 0.053 0.156 0.006
C 1.751600 1.443294 2.945143 0.197 0.182 0.027
Si 0.269756 0.710858 2.077308 -0.236 0.178 -0.002
O 0.331385 -0.943876 2.026661 0.052 0.104 0.123
Si 0.264288 -1.929571 3.347711 0.081 -0.229 0.076
H 8.687084 0.437521 1.517789 -0.016 0.041 0.042
H 7.223411 -1.444725 0.781214 0.196 0.087 -0.121
H 6.160115 -0.854250 -0.335970 -0.030 -0.058 0.111
H 5.118690 0.857203 0.164015 -0.073 0.210 0.008
H 5.575918 0.831881 2.979610 0.020 0.115 -0.118
H 4.177088 0.249476 2.080218 0.077 -0.012 0.056
H 4.103245 2.487054 3.612422 -0.001 0.041 -0.110
H 4.629733 3.223975 2.106439 0.029 -0.125 -0.031
H 2.250604 3.349169 2.067381 -0.042 -0.123 -0.157
H 2.601058 1.997439 1.007522 0.054 0.064 0.047
H 2.353425 0.644253 3.397458 -0.154 -0.040 -0.088
H 1.383855 2.046066 3.783634 0.082 -0.093 -0.007
H 0.192457 1.184580 0.686387 0.050 -0.132 -0.087
H -0.984579 1.105269 2.769237 0.028 -0.035 -0.006
H 1.162515 -3.073820 3.127891 -0.029 -0.037 -0.027
H -1.121942 -2.373367 3.578652 -0.018 0.026 -0.018
H 0.727327 -1.181419 4.542942 -0.031 0.017 -0.006
C 1.301927 4.628936 -3.184313 0.015 -0.015 0.083
C 1.413649 3.174199 -2.751377 0.003 0.035 -0.019
C 0.258355 2.718872 -1.851534 0.051 -0.025 -0.097
C 0.187576 3.490495 -0.613909 -0.029 0.186 0.199
N 0.147216 4.102585 0.358020 0.000 -0.059 -0.125
H 1.330997 5.298365 -2.323052 -0.035 -0.010 0.013
H 2.122863 4.889881 -3.847630 -0.038 0.015 0.059
H 0.364021 4.807092 -3.717744 -0.002 0.000 0.001
H 2.357866 3.017853 -2.226038 -0.001 -0.015 0.009
H 1.429822 2.526040 -3.629728 -0.004 -0.026 0.015
H 0.365391 1.666967 -1.579124 -0.026 0.009 -0.001
H -0.696848 2.829395 -2.369700 0.001 -0.009 -0.006
C -2.158305 -5.509191 -0.457399 -0.019 -0.015 0.004
C -3.359400 -5.423587 0.475456 0.042 0.010 -0.066
C -3.119996 -4.502596 1.677029 0.017 -0.120 -0.095
C -2.006999 -4.964903 2.502498 0.172 -0.035 0.152
N -1.132197 -5.332585 3.151313 -0.104 -0.021 -0.089
H -1.290550 -5.928564 0.053881 0.006 0.018 0.011
H -2.378434 -6.143958 -1.315693 0.003 0.003 -0.006
H -1.883471 -4.521285 -0.832494 0.003 0.004 0.001
H -3.620467 -6.420476 0.836736 -0.014 0.004 0.011
H -4.227645 -5.042747 -0.064297 -0.023 0.011 0.038
H -4.013317 -4.455540 2.296621 0.064 0.091 -0.013
H -2.897474 -3.487382 1.341027 -0.008 0.013 0.033
C -7.392521 -3.763932 5.904287 -0.022 0.001 -0.006
C -8.171933 -4.789521 5.092050 0.022 0.049 0.032
C -7.294588 -5.533061 4.077246 -0.051 -0.018 0.079
C -6.694950 -4.623615 3.103169 0.039 0.140 -0.193
N -6.240326 -3.896726 2.337349 -0.144 -0.103 0.130
H -6.976161 -2.986005 5.262969 0.014 -0.010 -0.007
H -8.039375 -3.280522 6.635507 0.004 0.002 0.006
H -6.568347 -4.233531 6.444350 0.004 -0.003 0.000
H -8.992786 -4.302299 4.563144 -0.006 -0.011 -0.009
H -8.617302 -5.531755 5.756113 0.002 -0.028 -0.024
H -7.875519 -6.274265 3.526707 0.012 -0.016 0.014
H -6.484911 -6.059719 4.587171 -0.005 -0.009 -0.005
C 1.608436 4.012128 -9.299602 -0.015 -0.016 0.011
C 0.515606 4.446207 -8.331988 0.038 -0.028 -0.035
C 0.919784 5.658065 -7.483920 -0.071 -0.011 -0.046
C 2.094165 5.382037 -6.659528 0.203 -0.043 0.114
N 3.009411 5.140117 -6.008246 -0.078 0.030 -0.210
H 2.507424 3.701905 -8.765557 0.007 0.019 0.005
H 1.274040 3.171101 -9.906198 0.003 0.000 -0.006
H 1.880806 4.825233 -9.974991 0.001 0.004 -0.001
H 0.254639 3.619368 -7.668781 -0.010 0.005 0.010
H -0.388549 4.708697 -8.883499 -0.012 0.025 0.024
H 0.107961 5.955138 -6.817966 -0.001 0.023 -0.016
H 1.150070 6.512428 -8.123754 -0.010 0.003 0.004
```
Forces are in eV/Å.

total energy = -50741.1303 eV
multiplicity = 1
orbital gap = 9.668 eV
LUMO = 0.01893 Eh
HOMO energy = -9.153 eV
energy relative to the best compared isomer or geometry (same formula, charge and spin) = 0.0 kJ/mol

=====

Entry 4:
Here is a structure of composition C41H39MgN3O7P2 at a distorted geometry from OMol25. Energies are from ωB97M-V with the def2-TZVPD basis set.

Geometry as XYZ:
```
93
Properties=species:S:1:pos:R:3:forces:R:3
Mg -0.547680 -0.246282 -0.802736 -0.699 -1.460 2.374
C -1.890106 0.791110 -5.634536 -0.512 0.043 -0.057
C -1.920491 -0.537810 -5.506454 -0.888 -0.052 -1.311
C -1.253321 -1.451418 -6.503865 -0.254 -0.325 -0.188
C 0.225514 -1.149424 -6.851073 0.239 -0.195 -0.102
C 1.009193 -0.302820 -5.880126 0.488 0.531 -0.706
C 0.971180 1.036467 -5.879968 0.581 -0.453 -0.802
C 0.145911 1.822161 -6.858071 -0.273 0.356 -0.004
C -1.362804 1.474966 -6.860175 0.369 0.079 -0.322
C 1.702795 0.529422 0.022580 -0.170 0.402 0.414
H -2.325809 1.474635 -4.905232 -0.172 -0.486 -0.132
H -2.624109 -1.073735 -4.843604 0.666 0.704 -0.218
H -1.818053 -1.431457 -7.453029 0.052 -0.116 0.292
H -1.315066 -2.487564 -6.136900 -0.074 0.278 -0.069
H 0.746901 -2.118450 -6.928327 -0.180 0.368 -0.164
H 0.266205 -0.684016 -7.849447 0.039 -0.086 0.279
H 1.781379 -0.854705 -5.343920 -0.269 0.389 0.173
H 1.696129 1.642209 -5.349001 -0.295 -0.368 0.266
H 0.513611 1.626646 -7.881835 0.078 0.247 0.337
H 0.234106 2.907132 -6.668098 0.250 -0.498 -0.044
H -1.896758 2.423950 -6.991514 -0.121 -0.328 -0.057
H -1.544046 0.860810 -7.752684 -0.239 0.074 0.262
H 0.881639 1.216322 0.310419 0.169 -0.242 -0.196
H 2.607245 0.995710 0.419668 0.037 -0.022 -0.006
H 1.574166 -0.429533 0.535598 -0.063 0.013 -0.193
P -2.055908 -0.723026 -2.674344 1.561 0.395 2.323
P 2.084150 0.296364 -1.743184 -0.564 -1.267 -0.879
C -0.357632 -0.951632 -3.136646 -1.144 -0.828 -1.093
C 0.981570 -0.604202 -2.840499 1.273 0.381 1.423
C -2.884478 -2.198537 -2.058974 -0.155 -0.656 0.044
C -3.051644 -3.228390 -3.009916 -0.187 0.399 0.660
C -3.659086 -4.420947 -2.635225 -0.034 -0.149 0.269
C -4.056314 -4.611989 -1.301946 0.131 0.273 -0.208
C -3.851556 -3.608934 -0.340518 -0.095 -0.069 -0.301
C -3.272977 -2.393888 -0.707512 0.055 0.005 -0.760
C -2.975275 0.787577 -2.617968 -0.604 0.923 -0.318
C -2.366236 2.060115 -2.431082 -0.854 -0.725 -0.143
C -3.182976 3.189434 -2.434046 0.046 -0.148 -0.186
C -4.563331 3.060650 -2.634850 -0.140 -0.097 -0.096
C -5.158424 1.805818 -2.836031 0.192 0.362 0.121
C -4.371854 0.666200 -2.828121 0.923 0.143 0.188
C 3.502144 -0.845778 -1.603648 0.240 -0.040 -0.316
C 3.229100 -2.125163 -1.087837 -0.042 -0.113 0.103
C 4.268977 -3.029533 -0.857870 0.091 0.314 -0.177
C 5.585057 -2.665958 -1.175289 -0.220 0.180 -0.061
C 5.849631 -1.415360 -1.747823 -0.142 -0.160 0.084
C 4.811849 -0.500961 -1.962789 -0.130 -0.129 0.093
C 2.520652 1.952328 -2.281525 0.264 0.721 -0.065
C 2.261382 3.073494 -1.470161 0.172 -0.221 -0.036
C 2.635090 4.347321 -1.894605 0.015 0.073 -0.268
C 3.182474 4.525493 -3.171398 -0.053 -0.297 0.035
C 3.364358 3.420265 -4.016842 0.045 -0.012 0.331
C 3.076234 2.135076 -3.554921 -0.079 0.117 0.006
H -0.384244 -1.727127 -3.922950 0.339 0.440 0.288
H 1.657431 -1.198681 -3.472521 -0.127 0.242 0.755
H -2.703072 -3.057701 -4.030043 -0.195 -0.201 0.206
H -3.823709 -5.195026 -3.389767 0.056 0.181 0.364
H -4.532090 -5.551536 -1.015266 0.166 0.286 -0.049
H -4.154590 -3.775151 0.696902 0.156 0.056 -0.384
H -3.119122 -1.599042 0.028439 -0.025 -0.304 -0.264
H -1.276205 2.150166 -2.328666 -0.432 -0.021 0.058
H -2.729647 4.176130 -2.299392 -0.250 -0.348 -0.010
H -5.189239 3.952089 -2.656774 0.178 -0.193 0.063
H -6.230230 1.707207 -3.017483 0.307 0.178 0.095
H -4.792110 -0.329283 -2.992675 0.029 0.369 0.039
H 2.196138 -2.424114 -0.868081 0.395 0.161 0.014
H 4.050888 -4.016608 -0.441143 0.061 0.401 -0.142
H 6.400468 -3.368363 -0.980441 -0.275 0.288 -0.129
H 6.870285 -1.153108 -2.031023 -0.314 -0.049 0.100
H 5.013005 0.467256 -2.424855 0.022 -0.233 0.231
H 1.775290 2.944596 -0.501269 0.242 0.212 -0.281
H 2.493997 5.205516 -1.230755 -0.026 -0.343 -0.286
H 3.467646 5.525097 -3.511517 -0.156 -0.371 0.115
H 3.736339 3.552279 -5.033055 -0.004 0.008 0.303
H 3.231993 1.265723 -4.203729 0.069 0.350 0.296
O -1.690904 0.896915 6.995235 0.342 -1.351 -1.286
N -1.414087 -0.086042 6.278718 0.015 -0.390 2.194
O -1.126910 -1.201043 6.757024 -0.462 1.633 -0.927
C -1.400342 0.070954 4.847618 0.236 0.655 -1.467
C -1.572790 1.347957 4.301724 0.181 0.097 0.623
C -1.393402 1.536951 2.939958 0.197 -0.511 -0.104
C -1.214719 0.445439 2.039246 0.137 0.459 -0.176
O -1.297064 0.642249 0.770674 0.034 0.254 -0.621
C -0.955518 -0.835682 2.625507 0.214 -0.471 -0.214
C -1.043093 -0.999839 4.015976 0.008 -0.273 0.131
N -0.575366 -1.945233 1.799875 -1.015 1.514 1.935
O -0.493118 -3.066038 2.326662 0.208 -0.918 0.256
O -0.325492 -1.799067 0.538024 0.654 0.418 -2.172
N -1.287069 2.899686 2.388669 -0.558 0.644 -0.020
O -2.018061 3.783470 2.848050 0.938 -1.111 -0.458
O -0.450069 3.096560 1.502076 -0.611 -0.086 0.815
H -1.763530 2.181513 4.968493 0.034 -0.030 -0.175
H -0.819693 -1.957433 4.478038 -0.090 0.129 -0.315
```
Forces are in eV/Å.

total energy = -85961.6897 eV
multiplicity = 1
orbital gap (alpha / beta) = 5.108 / 5.959 eV
LUMO (alpha / beta) = -0.01906 / -0.01890 Eh
HOMO energy (alpha / beta) = -5.626 / -6.473 eV
energy relative to the best compared isomer or geometry (same formula, charge and spin) = 301.3 kJ/mol